Record 1
C25H54BNO9PS | wB97M-V/def2-TZVPD

CARTESIAN COORDINATES (ANGSTROEM)
C -2.039 5.389 3.968
C -0.371 5.520 3.946
C 0.158 4.181 4.797
N 1.666 4.084 4.850
C 2.110 2.794 5.521
P 3.217 3.303 7.016
O 2.168 3.233 8.448
O 3.791 4.957 6.937
S 4.662 2.025 7.363
C 2.578 1.529 4.576
O 2.431 0.361 5.458
B 1.211 0.595 6.256
O 1.001 2.082 6.238
H -2.470 5.929 4.914
H -2.503 5.743 2.949
H -2.250 4.226 4.044
H -0.066 6.472 4.585
H 0.057 5.555 2.855
H -0.358 4.279 5.866
H -0.250 3.237 4.212
H 2.060 4.172 3.872
H 1.775 4.160 8.472
H 3.004 5.513 7.217
H 1.661 1.421 3.821
H 3.510 1.633 3.877
H 0.243 -0.008 5.910
H 1.220 0.391 7.421
C -0.846 -1.400 1.737
C -2.018 -0.452 1.721
C -1.704 0.460 2.887
O -0.275 0.526 2.991
C 0.290 -0.490 2.152
H -0.668 -1.895 0.780
H -1.004 -2.172 2.500
H -2.017 0.122 0.787
H -2.986 -0.949 1.817
H -2.089 0.051 3.827
H -2.110 1.467 2.753
H 0.739 0.005 1.283
H 1.077 -1.022 2.695
C 3.588 -4.071 4.149
C 3.476 -4.921 2.910
C 1.986 -4.905 2.648
O 1.492 -3.649 3.132
C 2.522 -3.024 3.912
H 4.582 -3.641 4.298
H 3.336 -4.669 5.033
H 4.007 -4.439 2.080
H 3.877 -5.931 3.031
H 1.476 -5.701 3.201
H 1.746 -5.010 1.586
H 2.915 -2.182 3.332
H 2.097 -2.639 4.843
C -2.468 -0.507 -4.085
C -1.493 -1.312 -3.264
C -1.051 -0.307 -2.223
O -2.156 0.582 -2.006
C -3.130 0.356 -3.034
H -3.180 -1.118 -4.646
H -1.921 0.124 -4.796
H -2.016 -2.145 -2.780
H -0.662 -1.720 -3.843
H -0.206 0.291 -2.581
H -0.768 -0.779 -1.278
H -3.983 -0.159 -2.578
H -3.474 1.314 -3.433
C 0.947 2.151 -7.086
C 1.539 2.922 -5.935
C 1.306 1.983 -4.771
O 1.343 0.650 -5.298
C 1.307 0.725 -6.730
H 1.330 2.456 -8.063
H -0.143 2.271 -7.091
H 2.615 3.059 -6.095
H 1.088 3.906 -5.786
H 0.318 2.140 -4.326
H 2.063 2.090 -3.988
H 2.303 0.462 -7.103
H 0.586 0.000 -7.119
C -3.644 -4.068 -8.469
C -2.669 -4.873 -7.648
C -2.227 -3.868 -6.606
O -3.332 -2.979 -6.390
C -4.306 -3.205 -7.417
H -4.356 -4.679 -9.029
H -3.097 -3.438 -9.180
H -3.192 -5.707 -7.164
H -1.838 -5.281 -8.227
H -1.382 -3.270 -6.965
H -1.944 -4.341 -5.661
H -5.159 -3.720 -6.961
H -4.650 -2.247 -7.817

Properties
Net charge = -1
Total energy = -2481.19918 Eh
M = 586.558 g/mol
Frontier orbital gap = 0.1961 hartree
LUMO energy = 1.77 eV

Record 2
C25H54FN2O7P2 | wB97M-V/def2-TZVPD

CARTESIAN COORDINATES (ANGSTROEM)
C -1.890 1.336 0.496
C -2.651 1.665 -0.863
C -2.039 0.722 -1.991
C -3.145 -0.005 -2.855
C -3.778 0.866 -4.013
C -2.729 1.688 -4.856
C -1.953 0.759 -5.901
C -0.396 0.701 -5.611
C 0.141 -0.791 -5.637
C 0.466 -1.294 -4.148
C 1.787 -2.138 -4.024
C 2.524 -1.946 -2.633
C 1.551 -1.557 -1.456
C 2.222 -1.560 -0.023
C 1.462 -0.513 0.925
O 2.404 0.510 1.241
C 2.059 1.739 0.694
F 1.751 2.589 1.776
O 3.197 2.211 0.001
C 3.120 3.616 -0.231
C 1.897 4.084 -1.116
C 0.614 4.501 -0.300
O 1.569 3.088 -2.113
C 0.900 -1.282 2.222
C 0.023 -0.181 3.002
N 0.487 0.057 4.378
C 1.653 0.957 4.455
O 2.049 -1.722 2.932
C 1.952 -2.995 3.577
P 0.664 -3.096 4.980
N 1.393 -2.585 6.314
P -0.261 -2.594 1.533
O -1.517 -2.865 2.354
H -2.255 2.000 1.330
H -2.123 0.285 0.826
H -0.784 1.488 0.422
H -2.483 2.748 -1.099
H -3.734 1.428 -0.698
H -1.492 -0.094 -1.431
H -1.258 1.254 -2.593
H -2.731 -0.987 -3.201
H -3.983 -0.259 -2.141
H -4.251 0.135 -4.735
H -4.612 1.527 -3.659
H -3.326 2.415 -5.481
H -2.031 2.311 -4.245
H -2.117 1.170 -6.934
H -2.398 -0.270 -5.899
H 0.120 1.245 -6.452
H -0.155 1.240 -4.660
H 1.101 -0.856 -6.215
H -0.602 -1.521 -6.057
H 0.480 -0.360 -3.522
H -0.415 -1.895 -3.801
H 2.514 -1.970 -4.862
H 1.492 -3.226 -4.084
H 3.230 -1.072 -2.775
H 3.195 -2.818 -2.387
H 0.678 -2.264 -1.500
H 1.220 -0.494 -1.637
H 2.311 -2.577 0.433
H 3.279 -1.195 -0.176
H 0.552 -0.174 0.366
H 1.222 1.716 -0.044
H 3.183 4.236 0.709
H 4.052 3.882 -0.809
H 2.190 5.006 -1.704
H 0.137 3.591 0.168
H 0.946 5.129 0.574
H -0.175 4.986 -0.921
H 2.280 3.112 -2.766
H -1.072 -0.440 3.010
H 0.089 0.808 2.445
H -0.289 0.528 4.850
H 2.055 0.864 5.508
H 2.494 0.679 3.780
H 1.346 2.042 4.358
H 2.930 -3.143 4.119
H 1.903 -3.879 2.860
H 0.302 -4.472 5.155
H -0.463 -2.261 4.725
H 0.898 -1.772 6.686
H 0.437 -3.809 1.232
H -0.702 -2.090 0.255
C -3.031 -1.901 6.689
C -2.178 -2.778 7.615
O -1.189 -3.337 7.077
O -2.571 -2.831 8.803
H -2.637 -1.896 5.669
H -4.056 -2.279 6.662
H -3.045 -0.873 7.061

Properties
Net charge = -1
Total energy = -2403.58274 Eh
M = 575.660 g/mol
Frontier orbital gap = 0.1982 hartree
LUMO energy = 1.59 eV

Summary of highest occupied orbital energy in eV
-3.57 -3.80
(order as listed above)